ORCA calculation (wB97M-V/def2-TZVPD) on a molecular structure, C49H67B2F2N10O10SSc.

The geometry in XYZ format:
```
142
Properties=species:S:1:pos:R:3:mulliken_charge:R:1
Sc -0.08 -0.25 0.24 -0.15
S -1.94 -5.20 -4.61 1.33
F 0.03 0.95 -3.37 -0.20
F -0.30 -0.50 -4.99 -0.38
O 2.58 -1.64 -4.94 -0.80
O 2.60 -3.83 -4.66 -0.88
O -2.83 -2.36 -0.14 -0.07
O 1.65 -1.21 3.86 -0.72
O 5.09 -6.45 3.23 -0.74
O -1.14 -5.36 -5.80 -0.70
O -3.17 -5.95 -4.49 -0.73
O 3.68 -5.70 4.86 -0.72
O 0.99 -0.73 1.80 0.11
O -2.85 -1.54 1.99 -0.07
N -0.94 2.68 -1.21 0.25
N -0.58 1.74 1.60 0.64
N -1.46 1.43 -1.02 0.91
N 0.52 -3.62 -2.82 0.35
N 2.09 -2.69 -4.43 1.48
N 0.23 -1.76 -1.61 0.98
N 1.67 1.15 -0.56 1.13
N 2.45 -2.91 0.90 0.56
N 1.55 2.50 -0.67 0.85
N -0.12 2.95 1.17 0.45
C -2.79 -2.90 -5.76 -1.49
C -1.38 4.72 -2.68 -0.02
C 2.75 3.04 -0.95 -0.01
C -1.46 0.76 3.70 2.30
C 0.97 -2.57 -3.69 -1.24
C 2.85 -3.62 3.15 -0.70
C 3.19 -3.95 0.49 -0.39
C -2.98 0.96 3.80 -1.47
C 0.72 -1.29 -2.95 0.30
C 1.59 -1.50 2.69 -0.78
C -0.28 -3.92 -0.51 -2.26
C 4.19 -5.72 3.72 0.37
C -2.35 -3.48 -4.41 0.68
C -1.65 3.35 -2.13 0.23
C 0.37 5.26 2.06 1.74
C -5.97 -3.49 2.23 -0.57
C -4.43 0.20 -0.74 -1.61
C -0.83 0.67 5.09 -1.74
C -5.95 -3.99 0.93 -0.77
C 3.77 -4.86 1.35 -1.14
C 1.40 5.56 3.15 -1.82
C 3.03 4.51 -1.09 1.07
C 0.46 -5.04 -3.13 -1.22
C -4.95 -2.65 2.69 -1.40
C 3.67 2.01 -1.03 -0.72
C -0.96 -5.62 -3.18 -0.50
C -0.30 -0.36 -3.63 1.10
C -2.67 2.52 -2.55 -1.18
C -3.93 -2.84 0.52 0.54
C 4.25 -0.66 0.70 -1.84
C -1.63 5.86 -1.69 -1.45
C -4.92 -3.67 0.04 -1.13
C -0.11 3.84 2.18 -0.22
C 3.71 4.80 -2.43 -1.85
C -0.81 6.23 2.13 -1.62
C 0.17 -3.06 -1.65 0.62
C -4.06 -0.05 -3.22 -2.02
C 4.39 -0.94 -1.80 -1.92
C 3.49 -0.55 -0.63 3.45
C 2.32 -2.74 2.21 1.02
C -0.85 1.87 2.89 -0.40
C 2.95 0.84 -0.77 -0.95
C -0.59 3.19 3.30 -0.71
C -3.94 -2.34 1.81 0.96
C -2.51 1.33 -1.83 -0.92
C 3.90 5.00 0.07 -1.60
C 3.59 -4.71 2.72 -0.15
C 0.01 4.82 -3.33 -1.40
C -3.39 0.12 -1.86 3.32
B -2.11 -1.51 0.77 1.36
B 0.22 3.19 -0.32 0.72
H 0.30 -4.84 -0.45 0.77
H -0.46 7.27 2.04 0.41
H -3.14 -3.46 -3.65 0.02
H 5.10 0.02 0.70 0.37
H 0.14 4.04 -4.09 0.34
H -3.12 -1.87 -5.62 0.37
H 0.80 4.70 -2.59 0.19
H -1.33 6.13 3.09 0.33
H -3.62 -3.48 -6.18 0.46
H 3.43 4.78 1.04 0.26
H -2.11 4.83 -3.48 0.52
H -1.96 -2.91 -6.46 0.35
H 3.60 -0.41 1.55 0.33
H -1.32 -0.53 -3.27 -1.00
H 0.22 0.40 5.02 0.36
H 4.73 2.09 -1.24 0.55
H 4.87 4.50 0.06 0.35
H 1.03 -5.60 -2.39 0.40
H 5.27 -0.29 -1.84 0.34
H -2.62 5.75 -1.22 0.34
H -1.28 -0.17 3.17 -0.86
H -3.95 0.28 0.24 0.03
H -0.88 5.88 -0.89 -0.02
H 3.31 -4.05 -0.59 0.43
H 4.61 -1.68 0.84 0.48
H -4.90 -4.05 -0.97 0.53
H 3.89 -0.88 -2.77 0.40
H -2.77 -0.76 -1.68 -1.26
H -3.21 1.89 4.33 0.35
H -4.94 -2.26 3.70 0.46
H -4.59 -1.01 -3.26 0.48
H 0.93 5.54 4.14 0.39
H 2.65 -1.24 -0.57 -1.47
H -0.92 1.63 5.62 0.26
H 0.33 4.37 -0.51 -1.05
H -3.34 -0.02 -4.03 0.28
H 2.21 4.83 3.15 0.37
H -3.43 1.02 2.80 0.19
H -1.45 -2.98 -4.04 -0.34
H -1.60 6.83 -2.21 0.48
H -3.41 2.74 -3.30 0.48
H 4.74 -1.97 -1.67 0.38
H 4.07 6.08 0.01 0.42
H 2.70 -3.45 4.21 0.61
H -6.75 -4.64 0.60 0.42
H 1.63 -0.70 -2.89 0.23
H -5.07 -0.69 -0.73 0.50
H 0.85 5.38 1.09 -0.78
H -1.53 6.03 1.34 0.35
H -0.16 -3.37 0.42 -0.32
H -1.57 -5.35 -2.32 0.04
H -1.34 -4.16 -0.62 0.16
H -6.78 -3.76 2.90 0.38
H -1.34 -0.09 5.69 0.45
H 0.13 5.80 -3.81 0.48
H 4.38 -5.68 1.00 0.49
H 0.97 -5.17 -4.08 0.65
H 2.09 5.06 -1.05 -0.34
H -0.72 3.60 4.29 0.44
H -3.44 0.13 4.34 0.36
H 3.85 5.88 -2.56 0.44
H -4.80 0.74 -3.39 0.34
H 4.69 4.32 -2.48 0.37
H -5.06 1.08 -0.88 0.42
H -0.92 -6.71 -3.25 0.61
H 1.83 6.56 3.00 0.39
H 3.11 4.43 -3.27 0.32
```

As for the charge: -2. The value obtained for the total energy is -125610.4437 eV. The frontier orbital gap comes out at 6.311 eV. The maximum force is 1.1 eV/Å.

---

ORCA calculation (wB97M-V/def2-TZVPD) on 11 unconnected molecules or ions with the total composition C49H67N8O12P3.

The geometry in XYZ format:
```
139
Properties=species:S:1:pos:R:3:mulliken_charge:R:1
P -3.24 -3.82 0.50 0.37
P -1.27 0.96 -0.19 -2.10
P 2.14 -5.71 1.32 -0.20
O -4.12 -2.78 0.99 -0.74
O 2.65 -6.74 0.28 -0.34
O -2.76 1.36 0.15 0.00
O -1.76 -3.45 0.03 0.74
O 3.55 -5.02 1.76 -0.35
O -0.77 0.18 1.07 2.15
O -3.92 -4.62 -0.77 -0.32
O -0.69 2.41 -0.21 -0.21
O 1.04 -4.80 0.98 0.57
O 1.89 -6.64 2.60 -0.30
O -2.90 -4.90 1.64 -0.38
O -1.05 0.25 -1.44 0.06
N -1.06 -0.52 4.82 -0.22
N 2.48 1.59 -5.85 0.20
N 3.92 -2.72 -1.84 -0.39
N -3.39 3.38 5.23 -0.35
N -0.97 -0.40 -7.47 -0.67
N 2.98 1.93 -0.28 -0.29
N 1.21 3.66 4.48 -0.35
N -4.43 7.57 -0.91 -0.55
C -3.68 7.95 -1.88 -0.12
C -4.32 6.25 -0.49 -0.31
C -1.50 -0.07 -4.74 0.12
C 1.09 2.35 4.56 -0.11
C -3.51 5.28 -1.12 -0.32
C 3.57 -1.56 -3.90 0.03
C 5.02 0.97 -1.97 -0.54
C 2.68 -2.28 -1.48 -0.88
C 4.27 1.03 -7.40 -0.84
C 1.23 -7.96 2.60 -0.49
C -1.89 -1.22 -5.51 -0.34
C 4.20 1.66 0.18 -0.30
C 4.33 -2.34 -3.00 -0.92
C -0.72 0.86 -5.40 -0.37
C 3.38 -6.35 -0.85 -0.52
C 2.79 1.82 -1.60 -0.34
C -0.88 -1.74 4.28 -0.62
C 1.24 2.47 6.94 -0.33
C 4.54 2.93 -6.07 -0.70
C -1.99 -5.98 1.32 -0.47
C 3.30 2.62 -5.56 -0.32
C 3.70 -3.71 2.42 -0.27
C -3.30 -0.55 4.19 -0.61
C -2.68 6.06 4.90 -0.75
C -4.33 4.32 5.07 -0.54
C 1.48 3.81 6.83 -0.27
C -1.89 -2.45 3.67 -0.33
C 2.32 -1.13 -3.52 -0.66
C -3.98 5.69 5.00 -0.32
C -0.47 0.59 -6.79 -0.36
C 5.09 2.09 -7.00 -0.35
C -2.85 7.06 -2.60 -0.49
C -1.69 -1.26 -6.84 -0.47
C 5.24 1.17 -0.60 -0.64
C 3.82 1.40 -2.48 0.02
C -5.35 -4.62 -0.95 -0.69
C -3.17 -1.85 3.72 -0.41
C -2.20 0.09 4.71 -0.25
C -2.12 3.82 5.27 0.30
C 1.83 -1.46 -2.25 0.41
C 1.14 1.67 5.83 -0.51
C -0.45 2.97 1.13 -0.86
C -1.26 -3.03 -1.29 -0.10
C -3.67 0.40 0.78 -0.33
C -2.68 5.76 -2.17 -0.20
C 2.99 0.82 -6.81 -0.14
C -1.69 5.08 5.02 -0.04
C 0.48 -0.45 1.19 0.79
C 1.49 4.36 5.60 -0.38
H -5.35 4.08 5.10 0.44
H 0.55 2.74 1.46 0.16
H -0.67 5.34 4.96 0.25
H 2.84 -5.58 -1.53 0.15
H 4.91 3.87 -5.81 0.50
H -1.03 -5.64 0.92 0.03
H -0.20 -3.28 -1.27 0.06
H -2.19 1.11 5.00 0.52
H 0.85 -1.13 -1.87 0.26
H 0.10 1.34 -7.32 0.54
H -5.68 -5.62 -0.57 0.24
H -1.30 -1.93 -1.39 -0.19
H 1.81 -8.75 2.05 0.24
H -2.13 7.54 -3.31 0.28
H -2.50 -6.61 0.60 0.36
H 2.32 -0.01 -7.13 0.42
H 4.59 0.50 -8.33 0.34
H 1.08 2.07 7.92 0.40
H -4.78 6.40 4.94 0.38
H -2.01 5.05 -2.68 0.42
H 5.75 0.55 -2.65 0.49
H -4.29 -0.05 4.11 0.39
H -1.70 -0.01 -3.67 0.46
H -3.54 4.26 -0.79 0.56
H -5.57 -4.42 -2.00 0.25
H 2.40 -2.56 -0.50 0.73
H -1.77 -3.46 -2.09 0.56
H 5.28 -2.80 -3.22 0.42
H 0.95 -8.17 3.62 0.26
H 0.86 1.85 3.61 0.49
H 1.28 0.27 1.50 -0.04
H -1.26 2.66 1.72 0.46
H 4.77 -3.44 2.29 0.25
H -4.00 -0.35 0.05 0.16
H 1.49 5.50 5.58 0.36
H 3.45 -3.74 3.47 0.28
H -2.10 -2.06 -7.40 0.41
H 0.32 -1.18 1.97 -0.09
H 3.58 -7.23 -1.50 0.29
H 6.02 2.31 -7.48 0.47
H -1.70 -3.39 3.25 0.62
H 3.92 -1.33 -4.88 0.47
H 3.62 1.24 -3.53 0.24
H 4.10 1.53 1.28 0.38
H -4.40 1.07 1.24 0.38
H 1.59 4.44 7.70 0.41
H 0.86 -0.88 0.28 -0.86
H -3.14 -0.19 1.64 -0.04
H -1.85 -6.53 2.23 0.31
H 3.00 -2.88 2.01 -0.07
H -5.83 -3.79 -0.33 0.28
H -2.40 7.09 4.89 0.45
H -0.59 4.07 0.89 0.29
H -3.83 8.99 -2.11 0.39
H 1.74 2.03 -1.92 0.59
H -0.25 1.73 -4.99 0.41
H 0.38 -7.79 1.95 0.14
H 0.14 -2.16 4.24 0.46
H 1.03 0.57 5.83 0.34
H -2.59 -1.93 -4.95 0.27
H -5.04 5.93 0.31 0.33
H -4.02 -2.34 3.25 0.44
H 2.86 3.29 -4.85 0.46
H 4.33 -5.91 -0.53 0.28
H 6.14 0.80 -0.13 0.36
H 1.77 -0.59 -4.26 0.40
H -1.41 3.03 5.35 0.10
```

The value obtained for the total energy is -116259.7944 eV. The frontier orbital gap comes out at 9.713 eV. The maximum force is 4.7 eV/Å.